No. 1
{
  "formula": "C4H11NO",
  "method": "ωB97M-V/def2-TZVPD",
  "homo_lumo_gap_ev": 10.3,
  "smiles": "CCCCON",
  "e_tot_ev": -7860.791,
  "e_above_lowest_kj_mol": 362.99,
  "symbols": ["C", "C", "C", "C", "O", "N", "H", "H", "H", "H", "H", "H", "H", "H", "H", "H", "H"],
  "xyz": [[2.43345, -0.37363, -0.10889], [1.24731, 0.59012, -0.42364], [-0.00300, 0.41560, 0.53685], [-0.96363, -0.84097, 0.16232], [-2.02993, -0.48742, -0.52659], [-2.84964, 0.42283, 0.01010], [3.21025, -0.42049, -0.86338], [2.71398, -0.06712, 0.89106], [1.99485, -1.39715, -0.05863], [1.00111, 0.59847, -1.51483], [1.59545, 1.65313, -0.24798], [-0.51466, 1.39177, 0.75937], [0.52302, 0.08879, 1.41393], [-1.42253, -1.29408, 1.16736], [-0.49787, -1.56919, -0.52336], [-2.62807, 1.20705, -0.66327], [-3.81012, 0.08229, -0.01043]],
  "atomic_forces_ev_per_a": [[-2.490, -0.393, 0.031], [-0.163, 1.638, -0.732], [0.869, -1.448, -1.214], [1.558, 0.522, 4.111], [-1.671, -2.009, -4.512], [-0.075, 3.453, 0.452], [0.237, 0.452, 0.168], [0.853, -0.343, 0.085], [0.446, 0.465, 0.143], [-0.122, -0.302, 0.783], [-0.148, -1.035, -0.178], [0.198, -1.258, -0.405], [-0.171, 0.087, 1.061], [1.718, 0.393, -1.563], [0.376, 0.086, 0.908], [-1.711, -0.514, 1.404], [0.297, 0.206, -0.541]],
  "mulliken_charge": [-1.0143, -0.4870, -0.6184, -0.2172, -0.2193, -0.6005, 0.3473, 0.3108, 0.2275, 0.3291, 0.2764, 0.4029, 0.2602, 0.2817, 0.2366, 0.2501, 0.2341]
}

---

No. 2
{
  "formula": "C4H11NO",
  "method": "ωB97M-V/def2-TZVPD",
  "homo_lumo_gap_ev": 9.3,
  "smiles": "C=C(N)CC.O",
  "e_tot_ev": -7862.836,
  "e_above_lowest_kj_mol": 165.71,
  "symbols": ["C", "C", "N", "C", "C", "H", "H", "H", "H", "H", "H", "H", "H", "H", "O", "H", "H"],
  "xyz": [[0.10438, -0.33847, 0.31536], [0.64051, 0.17396, -0.77482], [0.08988, 0.21327, -2.10683], [2.07007, 0.83434, -0.69491], [2.67241, 0.97801, 0.63308], [0.52093, -0.26673, 1.29839], [-0.87820, -0.85160, 0.28751], [-0.90207, 0.19065, -2.22078], [0.52386, 0.96810, -2.61212], [2.56434, 0.09538, -1.40041], [1.80570, 1.81862, -1.09122], [2.50570, 0.10665, 1.26888], [2.10194, 1.73385, 1.27645], [3.69435, 1.31453, 0.71465], [-5.50762, -2.21402, 1.94898], [-6.08514, -3.00752, 1.94785], [-5.92106, -1.74902, 1.20994]],
  "atomic_forces_ev_per_a": [[-2.106, -0.965, -0.142], [0.775, 0.929, -0.103], [1.591, -0.182, 1.490], [-2.395, -1.514, -2.323], [-1.182, 0.852, 3.085], [0.438, 0.011, 0.091], [0.597, 0.417, -0.072], [-0.377, -0.008, 0.284], [-0.190, 0.019, -0.302], [0.345, 1.562, 0.550], [0.983, 0.022, -0.645], [0.607, -0.389, -0.314], [0.516, -0.560, -1.128], [0.399, -0.194, -0.471], [-1.083, -0.809, -0.488], [0.723, 0.417, 0.411], [0.360, 0.393, 0.076]],
  "mulliken_charge": [-1.0314, 0.6639, -0.5321, -0.2044, -1.3445, 0.2279, 0.2358, 0.2414, 0.2303, 0.2714, 0.2884, 0.3011, 0.3274, 0.3247, -0.6376, 0.3202, 0.3174]
}

---

No. 3
{
  "formula": "C4H11NO",
  "method": "ωB97M-V/def2-TZVPD",
  "homo_lumo_gap_ev": 10.6,
  "smiles": "CC(N)=O.CC",
  "e_tot_ev": -7862.037,
  "e_above_lowest_kj_mol": 242.82,
  "symbols": ["C", "C", "N", "O", "H", "H", "H", "H", "H", "C", "C", "H", "H", "H", "H", "H", "H"],
  "xyz": [[-2.79637, -0.17077, 0.49950], [-2.07489, -0.33175, -0.76705], [-1.04110, -1.27748, -1.02480], [-2.32548, 0.43621, -1.67407], [-3.64615, 0.46021, 0.20847], [-2.17280, 0.12530, 1.30911], [-3.42906, -1.00023, 0.79482], [-0.44261, -1.08781, -1.69442], [-0.88923, -1.84028, -0.07757], [3.03772, 0.65289, -0.11696], [1.77496, 0.60428, 0.77461], [3.65031, -0.12429, -0.00542], [2.40482, 0.45406, -1.14224], [3.44906, 1.69176, -0.02192], [2.15580, -0.03259, 1.77777], [1.14154, -0.13373, 0.29256], [1.20349, 1.57421, 0.86762]],
  "atomic_forces_ev_per_a": [[-2.102, -0.823, -0.145], [2.149, -0.229, -3.079], [-5.899, -1.909, 9.185], [-0.240, 0.309, -0.227], [0.813, 0.884, 0.527], [0.255, 0.540, 0.643], [0.653, -1.025, 0.232], [3.741, 0.876, -3.689], [0.628, 1.355, -3.467], [-5.649, 4.016, -2.867], [1.335, -2.390, 2.470], [2.666, -2.765, 0.701], [2.617, 1.076, 1.538], [0.222, -1.288, -0.621], [-1.569, 2.442, -1.849], [-0.554, 0.115, 0.253], [0.934, -1.184, 0.396]],
  "mulliken_charge": [-0.9777, 0.6264, -0.4889, -0.5902, 0.2927, 0.3083, 0.3451, 0.2236, 0.2570, -0.7731, -0.3866, 0.3357, 0.1460, 0.2397, 0.2251, -0.0693, 0.2861]
}

---

No. 4
{
  "formula": "C4H11NO",
  "method": "ωB97M-V/def2-TZVPD",
  "homo_lumo_gap_ev": 9.6,
  "e_tot_ev": -7861.171,
  "e_above_lowest_kj_mol": 326.37,
  "symbols": ["C", "N", "C", "C", "C", "O", "H", "H", "H", "H", "H", "H", "H", "H", "H", "H", "H"],
  "xyz": [[0.64891, 1.74044, -0.99547], [1.24863, 0.48639, -0.53944], [-0.05208, 0.02324, 1.67504], [0.44171, -0.41141, 0.30265], [-0.61974, -0.73835, -0.68600], [-1.08672, -2.30165, 0.11528], [1.29453, 2.33557, -1.64256], [-0.34144, 1.60117, -1.45791], [0.40241, 2.32991, -0.10315], [1.80782, -0.03678, -1.19058], [-0.93353, -0.60642, 1.81118], [0.61945, -0.22553, 2.47086], [-0.54853, 1.00205, 1.63667], [1.02426, -1.29090, 0.60142], [-0.34378, -1.00667, -1.69938], [-1.57844, -0.25440, -0.49021], [-1.98346, -2.64667, 0.19161]],
  "atomic_forces_ev_per_a": [[-0.711, -0.483, 0.825], [1.332, 1.037, 1.191], [-2.044, 0.311, -1.409], [0.788, 0.203, -0.988], [-2.926, -4.472, 3.432], [1.493, 1.617, -1.133], [0.039, -0.314, 0.091], [0.254, 0.072, -0.473], [0.348, 0.133, -0.129], [-0.115, 0.216, -0.264], [0.159, -0.389, 0.243], [0.490, 0.618, 0.363], [0.862, 0.273, 0.502], [0.079, -0.068, -1.059], [-0.076, 0.052, 0.185], [0.319, 0.421, -0.731], [-0.292, 0.771, -0.647]],
  "mulliken_charge": [-0.7879, -0.3817, -1.3450, 0.4541, -0.5660, -0.6535, 0.3454, 0.2866, 0.2392, 0.2675, 0.3496, 0.3137, 0.3390, 0.2244, 0.3255, 0.3494, 0.2396]
}

---

No. 5
{
  "formula": "C4H11NO",
  "method": "ωB97M-V/def2-TZVPD",
  "homo_lumo_gap_ev": 8.8,
  "smiles": "C/C=C/CN.O",
  "e_tot_ev": -7860.335,
  "e_above_lowest_kj_mol": 407.06,
  "symbols": ["C", "C", "C", "C", "N", "H", "H", "H", "H", "H", "H", "H", "H", "H", "O", "H", "H"],
  "xyz": [[-1.57002, 1.21076, 2.69465], [-1.24901, 0.93969, 1.23412], [-0.40878, 1.82905, 0.62334], [0.57540, 1.50121, -0.44950], [1.07069, 0.08331, -0.27717], [-1.45290, 2.33893, 3.00007], [-1.23490, 0.29522, 3.31003], [-2.60103, 1.16036, 2.75940], [-1.76720, 0.19826, 0.47784], [-0.62646, 2.94147, 0.71641], [1.42225, 2.20340, -0.11995], [0.42400, 1.73622, -1.52283], [1.84033, 0.19883, 0.36223], [1.45187, -0.39662, -1.02432], [1.35157, -5.23497, -3.49798], [2.01749, -5.89654, -4.01777], [0.75671, -5.10857, -4.26857]],
  "atomic_forces_ev_per_a": [[-0.281, 0.170, -0.567], [0.607, 1.159, -1.646], [-2.198, 0.511, -0.782], [2.057, -0.203, -0.265], [-1.011, 2.001, 2.102], [0.997, -2.430, -0.250], [0.177, 2.081, -0.453], [-2.587, -0.491, 0.478], [1.678, 0.327, 2.449], [1.233, -1.248, 1.120], [-0.778, -0.745, -0.862], [-0.501, -0.107, 0.591], [0.064, -0.486, 0.426], [0.541, -0.542, -2.339], [1.975, -2.568, -3.183], [-2.012, 2.272, 2.303], [0.039, 0.298, 0.878]],
  "mulliken_charge": [-0.9159, -0.0408, -0.4665, -0.4257, -0.5354, 0.2807, 0.2515, 0.3193, 0.2825, 0.2571, 0.2420, 0.3486, 0.2114, 0.1912, -0.6544, 0.3333, 0.3210]
}

---

No. 6
{
  "formula": "C4H11NO",
  "method": "ωB97M-V/def2-TZVPD",
  "homo_lumo_gap_ev": [9.3, 5.3],
  "s2": 0.761,
  "charge": 1,
  "e_tot_ev": -7852.960,
  "e_above_lowest_kj_mol": 326.30,
  "spin_multiplicity": 2,
  "symbols": ["C", "C", "N", "H", "H", "H", "H", "H", "H", "H", "C", "C", "O", "H", "H", "H", "H"],
  "xyz": [[-1.33298, -0.36380, 1.22426], [-1.92611, -0.25134, -0.14457], [-0.95289, -0.43401, -1.08961], [-0.81520, 0.56029, 1.50640], [-2.01157, -0.69228, 1.96522], [-0.40892, -1.00102, 1.18799], [-2.71209, -0.92976, -0.24291], [-2.38620, 0.79451, -0.27154], [-0.43946, 0.49610, -1.36252], [-1.16572, -0.89810, -1.98366], [2.13407, 1.34067, -0.03101], [2.43135, 0.04610, -0.09243], [1.58965, -0.88891, -0.58637], [2.69930, 1.84254, 0.71418], [1.45735, 1.75600, -0.83358], [3.20688, -0.48853, 0.58260], [0.63254, -0.88847, -0.54246]],
  "atomic_forces_ev_per_a": [[2.585, 0.328, -0.065], [-2.098, 3.160, 1.770], [4.883, 1.223, -3.936], [-0.682, 0.381, 0.305], [-0.512, -0.181, 0.902], [-1.226, -0.407, 0.148], [-1.217, -1.239, -0.389], [0.211, -1.442, 0.335], [-1.688, -2.172, 0.464], [-0.299, 0.382, 0.732], [-1.026, 2.269, -1.818], [-1.569, -6.840, 1.286], [5.985, 1.013, 1.147], [0.059, 1.253, 0.313], [0.789, 0.022, 1.432], [-0.625, 1.206, -1.719], [-3.570, 1.044, -0.907]],
  "mulliken_spin": [0.0092, -0.0043, 0.0084, -0.0008, 0.0004, -0.0034, 0.0004, 0.0022, 0.0014, 0.0004, 0.4157, 0.1990, 0.2993, 0.0352, 0.0282, 0.0159, -0.0073]
}